C28H40AsIrN6OS as an isolated structure at a distorted geometry. Source: the Open Molecules 2025 dataset; level of theory: ωB97M-V/def2-TZVPD.

```
! RIJCOSX wB97M-V def2-TZVPD def2/J DEFGRID3
* xyz 2 1
Ir -0.553 0.734 1.357
N 1.036 0.189 5.333
C 0.494 0.601 4.178
S 1.022 -0.211 2.731
N -0.360 1.597 4.227
N -0.864 1.907 2.994
C -1.667 2.901 2.903
C -2.257 3.140 1.589
C -3.284 4.034 1.357
C -3.749 4.191 0.060
C -3.161 3.464 -0.964
C -2.139 2.586 -0.655
N -1.699 2.420 0.597
H 1.759 -0.508 5.338
H 0.866 0.723 6.171
H -1.893 3.517 3.766
H -3.704 4.598 2.179
H -4.554 4.883 -0.151
H -3.487 3.570 -1.989
H -1.643 2.004 -1.421
C -1.096 -4.581 -3.171
C 0.248 -4.277 -2.490
C 1.301 -4.017 -3.566
C 0.683 -5.486 -1.646
C 0.063 -3.080 -1.570
C -0.839 -3.131 -0.501
C -1.014 -2.045 0.321
N -0.341 -0.897 0.146
C 0.554 -0.838 -0.854
C 0.763 -1.894 -1.724
C 1.292 0.429 -0.876
C 2.288 0.748 -1.780
C 2.926 1.981 -1.731
C 2.501 2.861 -0.731
C 1.510 2.494 0.145
N 0.906 1.290 0.082
C 4.030 2.379 -2.697
C 5.301 2.679 -1.886
C 3.589 3.642 -3.453
C 4.336 1.274 -3.707
H -0.984 -5.449 -3.822
H -1.429 -3.740 -3.783
H -1.880 -4.809 -2.447
H 1.405 -4.905 -4.188
H 2.282 -3.805 -3.134
H 1.017 -3.191 -4.223
H 0.842 -6.344 -2.300
H -0.075 -5.767 -0.913
H 1.616 -5.286 -1.116
H -1.413 -4.026 -0.304
H -1.705 -2.066 1.142
H 1.484 -1.788 -2.520
H 2.565 0.025 -2.532
H 2.948 3.839 -0.622
H 1.172 3.155 0.929
H 5.155 3.505 -1.188
H 6.106 2.960 -2.566
H 5.625 1.804 -1.319
H 3.413 4.481 -2.779
H 2.678 3.463 -4.027
H 4.374 3.938 -4.150
H 4.685 0.360 -3.220
H 5.131 1.610 -4.373
H 3.470 1.037 -4.330
C -4.111 0.349 4.386
As -3.150 -0.789 3.204
C -4.401 -1.983 2.400
C -1.863 -1.784 4.200
O -2.457 0.160 1.969
H -4.635 -0.252 5.128
H -4.833 0.920 3.804
H -3.412 1.022 4.879
H -4.682 -2.758 3.112
H -3.958 -2.431 1.513
H -5.284 -1.420 2.105
H -2.270 -2.766 4.438
H -1.638 -1.251 5.122
H -0.953 -1.890 3.612
*
```

Values from the calculation:
calculated total energy: -4232.63984 Eh
LUMO energy: -5.763 eV
max |F|: 0.0281 Eh/bohr
HOMO level: -0.4848 Ha
HOMO-LUMO gap: 0.273 Ha